This record from the Open Molecules 2025 dataset describes a molecular structure, C19H26ClN3ORu at a distorted geometry. The level of theory is ωB97M-V with the def2-TZVPD basis set.

CARTESIAN COORDINATES (ANGSTROEM)
C (0.1084, -1.6500, 4.8409)
C (-2.0502, 0.0956, -1.1972)
C (0.6966, -4.9729, -5.4528)
C (-0.8225, 2.0314, -0.7561)
H (2.1795, -1.3155, 1.7423)
H (0.5765, -5.5999, -4.5614)
H (-0.9772, -2.2817, -6.8710)
C (-1.5384, 1.6547, 0.4528)
Cl (-0.2862, -2.8374, -4.0878)
H (1.9276, 2.3450, -0.6409)
C (-1.1877, -1.6436, 5.2937)
H (-1.8502, -5.2211, -6.4430)
C (-1.0952, 1.0080, -1.7498)
H (-1.5277, 2.1933, 1.3935)
H (-2.9912, -0.0007, 0.8436)
H (0.6366, -5.6260, -6.3357)
H (0.8593, -2.3481, 5.1929)
C (-1.7739, -4.5707, -5.5594)
C (2.0746, -0.6600, 0.8704)
H (1.9252, 1.3672, 1.8795)
C (-3.3757, -0.4976, 5.1718)
C (-0.2029, -3.0538, -6.7908)
N (-0.4509, -0.1244, 3.0858)
C (1.8904, 1.3021, -0.3799)
N (1.7051, -0.0684, 3.8461)
O (-2.6176, 0.6810, 3.0820)
H (1.8911, 0.2180, -2.3636)
N (-2.0448, -0.7931, 4.6854)
H (-2.5760, -3.8256, -5.6188)
H (-4.0986, -0.8032, 4.3993)
H (-3.4430, 0.5990, 5.2973)
C (0.4357, -0.5950, 3.9473)
H (2.2083, -2.0303, -0.9047)
H (-0.2784, 2.9474, -0.9014)
H (1.6955, -4.5213, -5.4350)
H (1.7250, 0.9456, 3.7972)
H (-1.9333, -5.1913, -4.6696)
C (-2.3024, 0.4724, 0.1446)
C (-1.7311, -0.0386, 3.5620)
H (-0.6903, 0.9778, -2.7587)
C (2.1052, -1.0190, -0.4993)
H (-0.2691, -3.6942, -7.6822)
C (1.9342, 0.1651, -1.2765)
H (0.7806, -2.5691, -6.7950)
H (2.3931, -0.4363, 4.4749)
C (-0.3954, -3.8962, -5.5223)
C (1.9411, 0.7727, 0.9707)
H (-3.5650, -1.0072, 6.1227)
H (-1.6286, -2.2816, 6.0638)
Ru (0.0924, 0.3537, 0.0415)
H (-2.4782, -0.7614, -1.7202)

Summary:
- Lowest unoccupied orbital energy (alpha / beta): -7.96 / -9.79 eV
- Electronic energy: -41726.142 eV
- HOMO level (alpha / beta): -11.148 / -14.933 eV
- Multiplicity: 5
- Gap between HOMO and LUMO (alpha / beta): 3.188 / 5.148 eV
- Net charge: +2

Atomic partial charges in e from the Löwdin method, atoms 1 to 5: 0.098, -0.015, -0.117, -0.167, 0.124